No. 1
Entry from OMol25: an isolated molecule of C3H10N2O in a non-equilibrium geometry (ωB97M-V/def2-TZVPD).

Element x y z (Å)
N (1.039, -0.734, -2.369)
C (1.011, 0.520, -1.648)
C (0.914, 0.467, -0.111)
N (-0.489, 0.379, 0.343)
C (-0.821, -0.515, 1.402)
O (-1.623, 0.072, 2.408)
H (1.929, -1.201, -2.279)
H (0.208, -1.288, -2.250)
H (1.882, 1.129, -1.881)
H (0.165, 1.096, -1.993)
H (1.352, 1.414, 0.239)
H (1.427, -0.392, 0.322)
H (-1.167, 0.336, -0.406)
H (0.066, -0.835, 1.944)
H (-1.329, -1.416, 1.040)
H (-2.450, 0.358, 1.993)

Values from the calculation:
Total charge   0
Multiplicity   1
Lowest unoccupied orbital energy   0.956 eV
Structure (SMILES)   NCCNCO
Calculated total energy   -305.0208 hartree

***

No. 2
Entry from OMol25: a structure of composition C31H32FLaN5S in a non-equilibrium geometry (ωB97M-V/def2-TZVPD).

Element x y z (Å)
La (0.665, 0.262, -0.873)
N (3.265, 3.341, -2.728)
C (2.108, 2.645, -2.655)
S (2.258, 0.890, -3.100)
N (1.042, 3.262, -2.259)
N (-0.031, 2.414, -2.010)
C (-1.272, 2.808, -2.029)
C (-1.703, 4.192, -2.373)
C (-1.157, 4.716, -3.538)
C (-1.518, 6.003, -3.927)
C (-2.489, 6.663, -3.195)
C (-3.060, 6.094, -2.079)
C (-2.656, 4.861, -1.673)
C (-2.244, 1.732, -1.683)
C (-3.621, 1.904, -1.865)
C (-4.500, 0.838, -1.620)
C (-3.978, -0.412, -1.284)
C (-2.612, -0.467, -1.138)
N (-1.778, 0.582, -1.267)
H (4.009, 2.880, -3.282)
H (3.212, 4.357, -2.667)
H (-0.390, 4.192, -4.105)
H (-1.026, 6.480, -4.739)
H (-2.741, 7.700, -3.412)
H (-3.801, 6.628, -1.478)
H (-3.134, 4.455, -0.785)
H (-3.960, 2.851, -2.228)
H (-5.557, 1.017, -1.859)
H (-4.585, -1.287, -1.141)
H (-2.054, -1.389, -0.872)
C (3.212, 0.837, 1.087)
C (3.137, -0.069, 2.336)
C (4.203, -1.163, 2.238)
C (1.733, -0.618, 2.754)
C (1.509, -0.553, 4.141)
C (0.435, -1.201, 4.710)
C (-0.457, -1.871, 3.919)
C (-0.327, -1.931, 2.552)
C (-1.423, -2.650, 1.755)
C (-1.620, -4.120, 2.150)
C (-2.749, -1.957, 1.932)
C (0.808, -1.365, 1.960)
N (1.021, -1.541, 0.577)
C (1.493, -2.802, 0.192)
C (2.004, -3.797, 1.031)
C (2.369, -4.999, 0.530)
C (2.356, -5.221, -0.850)
C (1.863, -4.252, -1.712)
C (1.445, -3.068, -1.177)
F (0.965, -2.114, -2.039)
H (4.120, 1.471, 1.114)
H (2.368, 1.572, 1.120)
H (3.220, 0.206, 0.145)
H (3.431, 0.548, 3.183)
H (4.031, -1.765, 1.328)
H (4.154, -1.845, 3.093)
H (5.199, -0.789, 2.159)
H (2.220, -0.084, 4.758)
H (0.242, -1.230, 5.772)
H (-1.286, -2.431, 4.414)
H (-1.153, -2.619, 0.684)
H (-1.883, -4.288, 3.196)
H (-0.736, -4.745, 2.014)
H (-2.435, -4.556, 1.582)
H (-3.172, -2.095, 2.949)
H (-3.486, -2.385, 1.248)
H (-2.711, -0.881, 1.765)
H (2.013, -3.548, 2.096)
H (2.706, -5.729, 1.230)
H (2.656, -6.197, -1.262)
H (1.832, -4.367, -2.806)

Values from the calculation:
Total charge   +1
Multiplicity   1
Lowest unoccupied orbital energy   -3.842 eV
Calculated total energy   -2003.7823 hartree

***

No. 3
Entry from OMol25: the ion CH3O4S with charge -1 in a non-equilibrium geometry (ωB97M-V/def2-TZVPD).

Element x y z (Å)
C (1.227, 0.209, 0.144)
O (0.141, 0.876, -0.349)
S (-1.285, -0.134, -0.216)
O (-2.423, 0.759, -0.119)
O (-1.007, -0.860, 1.011)
O (-1.321, -0.968, -1.460)
H (0.912, -0.576, 1.034)
H (1.859, 1.041, 0.605)
H (1.896, -0.348, -0.650)

Values from the calculation:
Total charge   -1
Multiplicity   1
Lowest unoccupied orbital energy   4.239 eV
Structure (SMILES)   COS(=O)(=O)[O-]
Calculated total energy   -739.0985 hartree

***

No. 4
Entry from OMol25: an isolated molecule of C13H28NO4P (ωB97M-V/def2-TZVPD).

Element x y z (Å)
C (3.618, -2.392, 3.714)
C (2.219, -2.562, 3.135)
C (1.292, -1.385, 3.433)
C (1.704, -0.100, 2.724)
O (1.718, -0.207, 1.311)
P (0.498, -0.769, 0.431)
O (0.239, -2.212, 0.509)
C (-0.997, 0.263, 0.805)
N (-1.058, 1.438, -0.025)
C (-2.344, 2.110, 0.060)
C (-2.353, 3.274, -0.932)
O (-1.314, 4.185, -0.668)
C (-0.064, 3.535, -0.721)
C (0.006, 2.379, 0.274)
O (1.086, -0.285, -0.972)
C (0.737, -1.040, -2.122)
C (-0.692, -0.753, -2.561)
C (-1.034, -1.432, -3.885)
C (-2.481, -1.174, -4.287)
H (4.143, -1.567, 3.240)
H (3.570, -2.203, 4.785)
H (4.200, -3.296, 3.552)
H (2.276, -2.692, 2.054)
H (1.766, -3.464, 3.551)
H (1.269, -1.187, 4.508)
H (0.283, -1.644, 3.104)
H (2.727, 0.181, 2.992)
H (1.037, 0.718, 3.024)
H (-1.023, 0.494, 1.887)
H (-1.856, -0.377, 0.590)
H (-3.134, 1.403, -0.200)
H (-2.533, 2.498, 1.077)
H (-3.284, 3.839, -0.856)
H (-2.250, 2.874, -1.952)
H (0.684, 4.294, -0.486)
H (0.112, 3.146, -1.734)
H (0.964, 1.870, 0.173)
H (-0.091, 2.777, 1.302)
H (1.454, -0.747, -2.894)
H (0.852, -2.107, -1.904)
H (-0.825, 0.327, -2.642)
H (-1.360, -1.114, -1.776)
H (-0.366, -1.060, -4.665)
H (-0.868, -2.506, -3.789)
H (-2.663, -0.108, -4.398)
H (-3.160, -1.562, -3.532)
H (-2.707, -1.661, -5.233)

Values from the calculation:
Total charge   0
Multiplicity   1
Lowest unoccupied orbital energy   0.861 eV
Structure (SMILES)   CCCCOP(=O)(CN1CCOCC1)OCCCC
Calculated total energy   -1209.2790 hartree

***

No. 5
Entry from OMol25: a structure of composition C34H29N3O5S2Tc in a non-equilibrium geometry (ωB97M-V/def2-TZVPD).

Element x y z (Å)
Tc (-2.447, -1.438, -0.607)
S (1.707, -1.789, -1.344)
C (1.753, -0.220, -0.730)
N (2.933, 0.222, -0.109)
C (3.036, 1.586, 0.338)
C (2.320, 2.454, -0.673)
N (0.940, 2.043, -0.702)
C (-0.070, 3.079, -0.774)
C (0.012, 3.967, 0.443)
C (-0.301, 3.440, 1.694)
C (-0.152, 4.214, 2.833)
C (0.316, 5.519, 2.741)
C (0.613, 6.055, 1.497)
C (0.460, 5.280, 0.355)
C (0.683, 0.695, -0.919)
S (-0.909, 0.322, -1.482)
C (3.886, -0.702, 0.454)
C (5.277, -0.480, -0.077)
C (6.381, -0.431, 0.767)
C (7.659, -0.249, 0.254)
C (7.846, -0.104, -1.112)
C (6.747, -0.149, -1.961)
C (5.473, -0.336, -1.449)
H (4.095, 1.855, 0.402)
H (2.579, 1.736, 1.329)
H (2.792, 2.316, -1.657)
H (2.388, 3.503, -0.391)
H (-1.033, 2.577, -0.817)
H (0.045, 3.670, -1.693)
H (-0.657, 2.416, 1.766)
H (-0.405, 3.801, 3.802)
H (0.458, 6.114, 3.635)
H (0.966, 7.077, 1.415)
H (0.691, 5.696, -0.620)
H (3.551, -1.699, 0.158)
H (3.883, -0.638, 1.551)
H (6.236, -0.543, 1.836)
H (8.511, -0.215, 0.923)
H (8.841, 0.045, -1.514)
H (6.888, -0.040, -3.030)
H (4.611, -0.389, -2.104)
O (-7.216, 3.842, -0.809)
C (-7.495, 2.630, -0.713)
O (-8.599, 2.056, -0.692)
C (-6.261, 1.689, -0.603)
C (-4.978, 2.212, -0.470)
C (-3.893, 1.363, -0.403)
N (-4.002, 0.030, -0.473)
C (-5.247, -0.482, -0.559)
C (-6.382, 0.304, -0.626)
C (-5.313, -1.989, -0.531)
O (-6.384, -2.575, -0.632)
O (-4.167, -2.561, -0.369)
H (-4.851, 3.284, -0.431)
H (-2.890, 1.749, -0.283)
H (-7.352, -0.165, -0.703)
C (-2.006, -2.515, 2.247)
C (-1.909, -1.276, 1.371)
O (-1.597, -0.198, 1.849)
H (-1.928, -2.254, 3.305)
H (-1.194, -3.188, 1.963)
H (-2.946, -3.029, 2.046)
C (-1.465, -3.004, -0.860)
C (-1.168, -4.382, -0.859)
C (-0.002, -5.016, -1.344)
C (0.180, -6.377, -1.204)
C (-0.789, -7.175, -0.606)
C (-1.972, -6.581, -0.173)
C (-2.166, -5.222, -0.295)
H (0.757, -4.418, -1.821)
H (1.095, -6.830, -1.570)
H (-0.630, -8.240, -0.483)
H (-2.751, -7.193, 0.268)
H (-3.084, -4.751, 0.035)

Values from the calculation:
Total charge   -2
Multiplicity   2
Lowest unoccupied orbital energy (spin up / spin down)   3.724 / 3.721 eV
Calculated total energy   -2730.7257 hartree

***

No. 6
Entry from OMol25: a structure of composition C22H27Br2EuO7PSSe in a non-equilibrium geometry (ωB97M-V/def2-TZVPD).

Element x y z (Å)
Eu (1.066, -1.820, 0.141)
Br (3.912, -0.614, 1.815)
C (4.511, -0.349, 0.003)
Br (3.087, 0.243, -1.165)
H (4.868, -1.294, -0.380)
H (5.247, 0.443, 0.002)
C (-2.129, -3.335, -0.559)
O (-1.107, -2.976, 0.389)
H (-2.641, -4.236, -0.227)
H (-1.684, -3.495, -1.542)
H (-2.835, -2.509, -0.595)
H (-0.515, -3.756, 0.497)
C (1.677, -2.493, 4.776)
S (0.272, -2.047, 3.785)
C (-0.449, -3.658, 3.598)
O (0.874, -1.689, 2.435)
H (1.321, -2.881, 5.731)
H (2.254, -1.587, 4.950)
H (2.265, -3.240, 4.243)
H (-0.718, -4.000, 4.598)
H (0.267, -4.328, 3.120)
H (-1.339, -3.559, 2.981)
O (3.151, -2.874, -0.388)
Se (2.091, -4.086, -0.811)
O (2.614, -5.439, -1.509)
O (1.216, -4.205, 0.631)
O (0.969, -3.145, -1.685)
O (-0.231, -0.002, 0.280)
P (-0.567, 1.285, -0.473)
C (0.262, 2.691, 0.241)
C (1.173, 2.494, 1.274)
C (1.820, 3.583, 1.843)
C (1.558, 4.865, 1.388)
C (0.640, 5.068, 0.363)
C (-0.009, 3.987, -0.205)
C (-0.079, 1.098, -2.183)
C (0.704, 2.028, -2.866)
C (1.121, 1.764, -4.164)
C (0.777, 0.568, -4.776)
C (0.003, -0.369, -4.100)
C (-0.434, -0.098, -2.815)
C (-2.331, 1.541, -0.420)
C (-2.947, 2.406, -1.326)
C (-4.314, 2.612, -1.270)
C (-5.073, 1.944, -0.316)
C (-4.467, 1.072, 0.577)
C (-3.095, 0.868, 0.529)
H (1.379, 1.496, 1.639)
H (2.529, 3.427, 2.645)
H (2.063, 5.711, 1.835)
H (0.421, 6.066, 0.007)
H (-0.735, 4.169, -0.990)
H (1.019, 2.946, -2.387)
H (1.731, 2.485, -4.691)
H (1.119, 0.358, -5.781)
H (-0.248, -1.310, -4.569)
H (-1.045, -0.837, -2.306)
H (-2.370, 2.902, -2.100)
H (-4.791, 3.278, -1.976)
H (-6.143, 2.098, -0.274)
H (-5.067, 0.549, 1.309)
H (-2.620, 0.186, 1.224)

Values from the calculation:
Total charge   +1
Multiplicity   7
Lowest unoccupied orbital energy (spin up / spin down)   -3.560 / -2.287 eV
Calculated total energy   -10380.3776 hartree

***

No. 7
Entry from OMol25: a cluster of 3 separate species, C27H49FN4O2 in total in a non-equilibrium geometry (ωB97M-V/def2-TZVPD).

Element x y z (Å)
C (-6.261, 2.618, -5.918)
C (-6.792, 1.176, -5.867)
N (-5.663, 0.231, -5.939)
C (-5.484, -0.579, -4.781)
C (-5.765, -0.207, -3.479)
C (-5.536, -1.075, -2.430)
C (-5.916, -0.603, -1.028)
C (-5.116, 0.676, -0.637)
C (-4.122, 0.489, 0.548)
C (-2.995, 1.534, 0.335)
C (-3.451, -0.906, 0.559)
C (-4.994, -2.310, -2.634)
F (-4.747, -3.150, -1.626)
C (-4.694, -2.693, -3.918)
C (-4.944, -1.841, -4.969)
C (-4.539, -2.519, -6.279)
O (-4.770, -2.206, -7.416)
N (-3.828, -3.697, -5.849)
C (-4.066, -3.977, -4.459)
O (-3.784, -4.995, -3.887)
H (-7.032, 3.389, -5.834)
H (-5.812, 2.753, -6.913)
H (-5.441, 2.798, -5.213)
H (-7.483, 0.979, -5.046)
H (-7.369, 1.032, -6.792)
H (-4.795, 0.721, -6.118)
H (-6.182, 0.775, -3.274)
H (-6.977, -0.331, -1.105)
H (-5.860, -1.405, -0.293)
H (-4.519, 1.030, -1.486)
H (-5.832, 1.483, -0.436)
H (-4.687, 0.694, 1.464)
H (-3.387, 2.553, 0.427)
H (-2.630, 1.441, -0.697)
H (-2.146, 1.347, 0.997)
H (-2.469, -0.805, 1.029)
H (-4.080, -1.578, 1.153)
H (-3.314, -1.329, -0.440)
H (-2.829, -3.483, -5.866)
C (1.054, 3.374, 3.990)
C (0.687, 1.914, 4.206)
N (1.300, 1.015, 3.246)
C (0.739, -0.324, 3.272)
C (0.927, -1.157, 4.545)
C (2.748, 1.088, 3.141)
C (3.574, 0.829, 4.408)
H (0.819, 3.692, 2.973)
H (0.488, 4.003, 4.679)
H (2.113, 3.563, 4.176)
H (-0.400, 1.831, 4.108)
H (0.928, 1.638, 5.244)
H (1.129, -0.891, 2.421)
H (-0.337, -0.238, 3.082)
H (1.944, -1.536, 4.636)
H (0.266, -2.026, 4.515)
H (0.682, -0.595, 5.448)
H (3.013, 2.080, 2.765)
H (3.083, 0.405, 2.356)
H (3.168, 1.338, 5.284)
H (4.592, 1.196, 4.259)
H (3.649, -0.235, 4.629)
C (5.643, -2.494, 1.289)
C (6.159, -1.267, 0.552)
N (6.288, -0.096, 1.399)
C (6.507, 1.133, 0.654)
C (7.806, 1.266, -0.149)
C (7.101, -0.261, 2.592)
C (8.561, -0.698, 2.413)
H (4.695, -2.283, 1.786)
H (5.477, -3.307, 0.580)
H (6.354, -2.854, 2.034)
H (5.445, -1.038, -0.245)
H (7.107, -1.525, 0.056)
H (6.428, 1.981, 1.340)
H (5.668, 1.254, -0.039)
H (8.664, 1.454, 0.494)
H (7.729, 2.116, -0.831)
H (8.011, 0.382, -0.755)
H (6.608, -0.992, 3.239)
H (7.079, 0.667, 3.169)
H (8.668, -1.506, 1.688)
H (8.953, -1.060, 3.366)
H (9.197, 0.131, 2.104)

Values from the calculation:
Total charge   0
Multiplicity   1
Lowest unoccupied orbital energy   -0.305 eV
Structure (SMILES)   CCNc1cc(CCC(C)C)c(F)c2c1C(=O)NC2=O.CCN(CC)CC.CCN(CC)CC
Calculated total energy   -1527.5129 hartree

***

No. 8
Entry from OMol25: a structure of composition C24H25N4O4PRuS (ωB97M-V/def2-TZVPD).

Element x y z (Å)
Ru (1.789, -0.733, 0.289)
N (1.986, 0.074, 2.237)
N (3.225, -0.412, 2.755)
C (4.171, -0.906, 1.816)
O (5.327, -0.988, 2.180)
O (3.685, -1.249, 0.666)
H (2.003, 1.094, 2.264)
H (1.242, -0.256, 2.846)
H (3.661, 0.224, 3.406)
O (3.204, 2.478, 1.106)
C (2.398, 2.115, 0.248)
O (2.531, 1.153, -0.581)
C (1.065, 2.848, 0.219)
C (1.076, 4.238, 0.358)
C (-0.100, 4.960, 0.327)
C (-1.317, 4.296, 0.189)
C (-1.336, 2.919, 0.083)
C (-0.149, 2.181, 0.090)
P (-0.240, 0.347, 0.000)
C (-1.340, 0.016, 1.437)
C (-1.257, 0.870, 2.538)
C (-1.947, 0.597, 3.710)
C (-2.745, -0.533, 3.801)
C (-2.844, -1.386, 2.712)
C (-2.147, -1.116, 1.543)
C (-1.279, 0.238, -1.494)
C (-0.588, 0.542, -2.669)
C (-1.247, 0.571, -3.886)
C (-2.607, 0.294, -3.942)
C (-3.304, 0.012, -2.777)
C (-2.646, -0.007, -1.553)
H (2.033, 4.724, 0.493)
H (-0.077, 6.039, 0.417)
H (-2.246, 4.852, 0.172)
H (-2.287, 2.405, -0.002)
H (-0.657, 1.773, 2.478)
H (-1.863, 1.275, 4.550)
H (-3.285, -0.750, 4.714)
H (-3.453, -2.279, 2.773)
H (-2.220, -1.815, 0.722)
H (0.473, 0.762, -2.605)
H (-0.700, 0.805, -4.791)
H (-3.125, 0.305, -4.893)
H (-4.367, -0.189, -2.817)
H (-3.207, -0.206, -0.651)
S (2.435, -4.453, 0.279)
C (1.362, -3.293, -0.494)
N (0.518, -3.877, -1.564)
C (0.210, -2.838, -2.523)
C (1.571, -2.169, -2.655)
N (2.056, -2.138, -1.271)
H (-0.290, -4.317, -1.145)
H (-0.553, -2.113, -2.202)
H (-0.115, -3.262, -3.477)
H (1.536, -1.170, -3.090)
H (2.225, -2.794, -3.266)
H (3.056, -2.317, -1.202)
C (0.591, -2.405, 0.504)
H (0.526, -2.789, 1.523)
H (-0.418, -2.249, 0.104)

Values from the calculation:
Total charge   -1
Multiplicity   2
Lowest unoccupied orbital energy (spin up / spin down)   2.252 / 2.254 eV
Calculated total energy   -2284.0665 hartree